Formula: C3H8N2O
Source: OMol25
Level of theory: ωB97M-V with the def2-TZVPD basis set

structure (SMILES) = [H]/N=C/C.NC=O
spin multiplicity = 1
LUMO = 0.789 eV

Structure (XYZ):
```
14
Properties=species:S:1:pos:R:3:forces:R:3:mulliken_charge:R:1
H 0.2764 -1.8464 0.1272 -2.6 0.3 0.6 0.467
N -0.7945 -1.6320 0.3267 1.5 -1.8 -0.5 -0.690
C -0.9026 -0.4553 0.6898 2.2 2.1 -0.9 0.392
C -2.1441 0.3479 0.8414 -0.4 -0.4 0.2 -1.034
H 0.0967 0.1767 0.6663 -1.7 -0.5 0.7 0.078
H -2.0904 1.2473 0.2284 0.1 0.0 0.0 0.265
H -3.0117 -0.2507 0.5455 0.1 0.1 0.1 0.317
H -2.2537 0.6588 1.8752 -0.1 0.1 0.2 0.281
N 1.5871 0.6927 -1.4280 -0.4 -0.4 0.6 -0.274
C 1.8251 -0.0209 -0.2848 2.4 -1.3 -1.8 0.031
O 1.7821 -1.2592 -0.2625 -0.1 1.5 0.3 -0.629
H 1.2439 0.1760 -2.2245 0.1 0.2 0.0 0.238
H 1.9381 1.6291 -1.5356 -0.2 -0.1 0.0 0.213
H 2.4477 0.5360 0.4350 -0.8 0.1 0.4 0.345
```
Forces are in eV/Å.

Formula: C5H6N2O3
Source: OMol25
Level of theory: ωB97M-V with the def2-TZVPD basis set

spin multiplicity = 1
LUMO = -0.947 eV

Structure (XYZ):
```
16
Properties=species:S:1:pos:R:3:forces:R:3:mulliken_charge:R:1
O -2.7441 1.4761 -0.2820 0.3 -0.4 0.0 -0.469
C -2.1044 0.4838 -0.5347 -0.2 0.4 -0.3 -0.272
C -1.5345 -0.3946 0.5288 -0.1 0.1 0.3 0.111
N -1.2851 -1.7721 0.1455 -0.1 -0.2 0.0 -0.574
C -0.1382 -0.9575 0.4274 0.5 0.0 0.6 0.023
C 0.7733 -0.6330 -0.7234 -0.4 0.7 -1.5 0.428
O 0.5615 -0.9468 -1.8648 0.0 -0.1 0.5 -0.450
C 2.0020 0.1836 -0.4175 3.6 -0.1 2.9 0.107
N 3.0634 0.0998 0.1708 -1.9 -0.1 -1.3 -0.590
H -1.9076 0.1675 -1.5816 0.0 0.0 0.2 0.382
H -1.8824 -0.1725 1.5408 0.1 0.0 -0.3 0.434
H -1.4938 -2.4211 0.8998 0.1 0.1 -0.1 0.267
H 0.3632 -1.0596 1.3941 0.0 0.1 -0.3 0.515
O 2.0372 2.1177 -0.2332 0.5 -0.8 -0.6 -0.732
H 1.1778 2.2823 0.1677 0.2 0.7 0.9 0.312
H 3.1118 1.5465 0.3624 -2.5 -0.3 -1.0 0.507
```
Forces are in eV/Å.

Sequential relative energy (zero: lowest compared OMol25 entry of this formula, charge and spin) output: 45.7, 132.9 kcal per mole